12
Properties=species:S:1:pos:R:3:forces:R:3 method="wB97M-V/def2-TZVPD" multiplicity=1 e_tot_ev=-24357.3178 e_above_lowest_kj_mol=265.5 smiles=POCCS homo_lumo_gap_ev=9.73 charge=0
S 2.4377 0.8388 0.1076 -1.1 -0.8 -1.0
P -2.4157 0.3400 0.0064 -0.1 -1.9 -0.1
O -0.8244 0.7080 0.0822 1.0 -0.5 -0.4
C -0.0744 -0.4973 0.3133 3.1 3.0 0.7
C 1.2340 -0.5429 -0.4844 2.4 -0.7 -0.1
H 1.0601 -0.4095 -1.5743 0.2 -0.1 0.8
H 2.3336 1.4908 -1.0613 0.1 0.2 0.3
H 1.9641 -1.5096 -0.3534 -2.5 2.0 -0.1
H 0.2482 -0.4226 1.3526 -0.5 -0.6 0.3
H -0.6542 -1.2965 0.0801 -1.7 -2.8 -0.4
H -2.7799 1.6323 0.1979 -0.8 1.1 0.8
H -2.5290 -0.3315 1.3333 -0.3 1.1 -0.7



12
Properties=species:S:1:pos:R:3:forces:R:3 method="wB97M-V/def2-TZVPD" multiplicity=1 e_tot_ev=-23873.3239 e_above_lowest_kj_mol=79.4 smiles=CSS.C homo_lumo_gap_ev=8.88 charge=0
S 2.3141 -0.0544 0.9518 -0.5 0.0 -0.2
S 0.7742 0.7501 -0.2534 0.9 -0.8 -0.5
C 0.1650 -0.7506 -1.1769 1.1 -0.5 2.0
C -5.3008 -0.3398 -0.0791 0.2 0.4 -0.5
H -0.8165 -0.7614 -0.7096 -0.7 -0.4 -1.6
H 0.4941 -0.8404 -2.2106 -1.1 0.9 -0.3
H -5.3173 0.2878 0.8109 0.2 -0.4 0.2
H -6.3250 -0.4690 -0.4152 0.0 0.0 -0.1
H 2.8178 -0.8760 0.0213 0.2 0.2 -0.1
H -4.7222 0.1950 -0.8374 -0.2 0.0 0.0
H 0.6196 -1.6814 -0.8038 0.1 0.5 0.6
H -4.8302 -1.3139 0.0338 -0.1 0.1 0.4



13
Properties=species:S:1:pos:R:3:forces:R:3 method="wB97M-V/def2-TZVPD" multiplicity=1 e_tot_ev=-20512.2727 e_above_lowest_kj_mol=258.1 homo_lumo_gap_ev="7.90 / 7.90" charge=0
S 0.0693 -0.3870 -2.1539 1.3 -0.6 -1.3
F -2.6258 0.1092 -0.8111 0.5 0.5 -0.1
F -2.1161 -0.5223 1.1661 0.4 -0.4 0.5
C 0.7600 -0.9044 0.5607 0.8 3.1 -0.6
C -0.9232 1.4836 0.2991 0.2 -4.4 0.1
C -1.6111 0.1185 0.0993 2.5 1.0 -0.7
C -0.2343 -0.4110 -0.5010 -2.4 2.5 3.4
H -0.0535 1.5281 0.9872 -1.2 0.4 -0.4
H 1.5888 -0.1771 0.8822 -1.4 -0.4 -0.6
H -1.1554 -0.1819 -2.5886 -0.7 0.0 -0.1
H -1.2823 2.2217 -0.3735 0.3 0.7 -0.5
H 1.3583 -1.7158 0.3265 0.6 -2.0 -1.2
H 0.2202 -1.1490 1.4182 -0.9 -0.4 1.5